(1)
{
  "formula": "C2H4OS3",
  "method": "ωB97M-V/def2-TZVPD",
  "species": ["C", "C", "O", "S", "S", "S", "H", "H", "H", "H"],
  "coordinates": [[1.683, 0.167, 0.353], [1.769, -0.870, -0.382], [-0.932, -0.325, -1.396], [1.440, 1.432, 1.209], [-2.362, 1.400, 0.599], [-1.248, -0.294, 0.017], [0.826, -1.137, -0.779], [-1.186, 2.250, 0.625], [2.472, -1.678, -0.174], [-2.463, -0.945, -0.072]],
  "charge": 0,
  "homo_ha": -0.325,
  "energy_ha": -1348.28458,
  "orbital_gap_ev": 8.59,
  "multiplicity": 1,
  "relative_energy_ev": 3.369
}


(2)
{
  "formula": "C13H29BI2O9P",
  "method": "ωB97M-V/def2-TZVPD",
  "species": ["C", "C", "I", "C", "P", "C", "C", "O", "I", "B", "O", "O", "H", "H", "H", "H", "H", "H", "H", "H", "H", "H", "H", "H", "H", "C", "C", "O", "C", "O", "O", "C", "H", "H", "H", "H", "H", "H", "H", "H", "C", "C", "O", "C", "O", "O", "C", "H", "H", "H", "H", "H", "H", "H", "H"],
  "coordinates": [[0.567, -3.380, 2.009], [0.102, -3.661, 0.581], [1.788, -4.621, -0.445], [-1.108, -4.551, 0.509], [-2.769, -3.522, 0.713], [-3.531, -4.919, 1.907], [-4.953, -5.208, 1.681], [-5.533, -5.410, 0.654], [-6.189, -5.270, 3.564], [-4.304, -2.305, 0.883], [-4.967, -2.012, 2.046], [-4.764, -1.636, -0.252], [-0.016, -2.555, 2.397], [0.351, -4.243, 2.621], [1.614, -3.129, 2.065], [-0.077, -2.725, 0.074], [-1.149, -4.980, -0.484], [-0.981, -5.315, 1.266], [-2.145, -2.866, 1.917], [-2.158, -2.510, -0.194], [-3.362, -4.199, -0.443], [-3.021, -5.871, 1.826], [-3.414, -4.603, 2.935], [-4.444, -2.291, 2.798], [-4.226, -0.873, -0.434], [0.099, 4.308, -1.853], [-0.586, 2.998, -2.171], [-0.887, 2.250, -0.986], [-1.936, 2.676, -0.289], [-2.664, 3.587, -0.587], [-2.063, 1.895, 0.778], [-3.138, 2.250, 1.650], [0.992, 4.131, -1.251], [0.394, 4.816, -2.771], [-0.557, 4.970, -1.290], [0.079, 2.357, -2.747], [-1.495, 3.146, -2.755], [-4.081, 2.293, 1.112], [-2.935, 3.207, 2.129], [-3.195, 1.472, 2.406], [6.982, 4.261, -2.704], [6.239, 2.987, -3.042], [5.916, 2.224, -1.872], [4.894, 2.684, -1.154], [4.222, 3.646, -1.418], [4.738, 1.888, -0.103], [3.683, 2.274, 0.783], [7.873, 4.037, -2.117], [7.284, 4.774, -3.618], [6.358, 4.937, -2.122], [6.869, 2.331, -3.639], [5.331, 3.188, -3.611], [2.741, 2.372, 0.249], [3.932, 3.211, 1.278], [3.599, 1.483, 1.520]],
  "charge": -1,
  "homo_ha": -0.141,
  "energy_ha": -2151.54513,
  "orbital_gap_ev": 5.96,
  "multiplicity": 1
}


(3)
{
  "formula": "C3H9NOSi",
  "method": "ωB97M-V/def2-TZVPD",
  "species": ["C", "N", "Si", "H", "H", "H", "H", "H", "H", "H", "C", "C", "O", "H", "H"],
  "coordinates": [[0.129, 1.492, 0.818], [-0.956, 0.953, 0.025], [-0.735, 0.267, -1.498], [1.049, 1.091, 0.453], [0.247, 2.601, 0.860], [-0.097, 1.215, 1.902], [-1.922, 1.172, 0.171], [0.601, -0.511, -1.285], [-0.522, 1.403, -2.443], [-1.850, -0.657, -1.778], [0.884, -2.936, 0.277], [0.028, -2.441, 1.127], [-0.811, -1.917, 1.710], [1.475, -3.789, 0.145], [1.021, -1.993, -0.323]],
  "charge": 0,
  "homo_ha": -0.328,
  "smiles": "CN[SiH3].C=C=O",
  "energy_ha": -539.11589,
  "orbital_gap_ev": 9.79,
  "multiplicity": 1,
  "relative_energy_ev": 2.307
}


(4)
{
  "formula": "C17H12F2N4",
  "method": "ωB97M-V/def2-TZVPD",
  "species": ["F", "C", "C", "C", "C", "N", "C", "C", "C", "C", "C", "C", "C", "N", "C", "C", "C", "C", "F", "C", "N", "N", "C", "H", "H", "H", "H", "H", "H", "H", "H", "H", "H", "H", "H"],
  "coordinates": [[-4.125, -2.502, -4.157], [-2.838, -2.741, -3.875], [-2.128, -3.583, -4.716], [-0.716, -3.919, -4.484], [-0.073, -3.354, -3.375], [-0.794, -2.554, -2.505], [-0.389, -1.950, -1.329], [-1.469, -1.154, -0.951], [-1.393, -0.196, 0.187], [-2.055, 1.180, 0.065], [-0.528, 1.042, 0.015], [0.331, 1.445, 1.126], [0.115, 2.502, 1.981], [1.223, 2.597, 2.826], [1.549, 3.449, 3.888], [2.785, 3.373, 4.506], [3.701, 2.307, 4.090], [3.363, 1.419, 3.082], [4.254, 0.457, 2.741], [2.088, 1.601, 2.390], [1.619, 0.939, 1.366], [-2.550, -1.313, -1.841], [-2.125, -2.196, -2.710], [-2.616, -3.953, -5.612], [-0.173, -4.547, -5.190], [0.959, -3.536, -3.143], [0.567, -2.003, -0.802], [-1.300, -0.686, 1.169], [-2.509, 1.598, 0.985], [-2.539, 1.476, -0.873], [-0.082, 1.217, -0.995], [-0.721, 3.155, 2.012], [0.845, 4.180, 4.205], [3.083, 4.040, 5.289], [4.641, 2.212, 4.635]],
  "charge": 0,
  "homo_ha": -0.301,
  "smiles": "Fc1cccn2cc([C@@H]3C[C@H]3c3cn4cccc(F)c4n3)nc12",
  "energy_ha": -1073.71491,
  "orbital_gap_ev": 8.79,
  "multiplicity": 1,
  "relative_energy_ev": 0.000
}


(5)
{
  "formula": "C2H4BrNO2",
  "method": "ωB97M-V/def2-TZVPD",
  "species": ["C", "C", "N", "O", "O", "Br", "H", "H", "H", "H"],
  "coordinates": [[0.387, 0.676, 0.716], [-0.045, -0.030, -0.508], [0.485, 0.190, -1.701], [-0.073, 0.197, 1.846], [1.017, 1.706, 0.632], [-1.849, -2.418, 2.172], [-0.917, -0.613, -0.660], [-0.332, -0.682, 1.850], [0.003, 0.168, -2.572], [1.323, 0.806, -1.776]],
  "charge": 0,
  "homo_ha": [-0.284, -0.284],
  "energy_ha": -2857.79058,
  "orbital_gap_ev": [4.12, 4.12],
  "multiplicity": 1,
  "relative_energy_ev": 1.885
}


(6)
{
  "formula": "C22H25BN14ORb",
  "method": "ωB97M-V/def2-TZVPD",
  "species": ["Rb", "C", "C", "C", "C", "N", "N", "B", "N", "C", "C", "C", "C", "N", "N", "C", "C", "C", "C", "N", "N", "C", "C", "C", "C", "N", "H", "H", "H", "H", "H", "H", "H", "H", "H", "H", "H", "H", "H", "H", "H", "H", "H", "H", "H", "H", "N", "C", "N", "C", "N", "C", "C", "N", "C", "C", "N", "H", "H", "H", "H", "H", "O", "N"],
  "coordinates": [[-0.222, -1.457, 1.745], [-3.135, 2.136, 0.543], [-2.176, 2.223, -0.576], [-2.383, 2.595, -1.897], [-1.163, 2.481, -2.536], [-0.249, 2.047, -1.661], [-0.867, 1.894, -0.479], [1.114, 1.367, -1.933], [0.882, -0.086, -2.261], [0.832, -0.673, -3.481], [0.576, -2.006, -3.297], [0.466, -2.168, -1.904], [0.202, -3.439, -1.174], [0.640, -1.005, -1.293], [1.826, 1.462, -0.557], [3.127, 1.388, -0.269], [3.293, 1.479, 1.101], [2.020, 1.620, 1.645], [1.616, 1.763, 3.063], [1.162, 1.600, 0.599], [1.881, 2.093, -2.987], [2.884, 1.626, -3.787], [3.300, 2.660, -4.575], [2.501, 3.769, -4.185], [2.572, 5.151, -4.698], [1.664, 3.394, -3.233], [-4.041, 2.669, 0.273], [-2.728, 2.545, 1.465], [-3.386, 1.090, 0.722], [-3.309, 2.908, -2.332], [-0.894, 2.696, -3.549], [0.963, -0.112, -4.384], [0.491, -2.764, -4.048], [0.344, -4.273, -1.854], [-0.832, -3.471, -0.819], [0.888, -3.556, -0.332], [3.861, 1.291, -1.045], [4.220, 1.440, 1.640], [2.281, 2.468, 3.563], [1.712, 0.800, 3.576], [0.590, 2.107, 3.164], [3.215, 0.608, -3.727], [4.057, 2.649, -5.331], [2.974, 5.162, -5.708], [3.231, 5.748, -4.065], [1.592, 5.620, -4.691], [-0.097, -5.881, 4.137], [0.524, -4.957, 3.389], [-0.282, -3.946, 3.165], [-1.426, -4.302, 3.816], [-1.325, -5.477, 4.409], [-2.631, -3.500, 3.907], [-3.754, -4.000, 4.599], [-4.824, -3.265, 4.738], [-4.867, -2.049, 4.235], [-3.768, -1.560, 3.530], [-2.677, -2.287, 3.372], [0.241, -6.770, 4.480], [1.533, -5.047, 3.039], [-3.748, -4.992, 5.024], [-5.769, -1.477, 4.391], [-3.759, -0.567, 3.101], [-0.757, 0.853, 1.527], [-0.206, 1.687, 0.713]],
  "charge": 2,
  "homo_ha": [-0.509, -0.509],
  "s_squared": 0.7562,
  "energy_ha": -1743.57042,
  "orbital_gap_ev": [8.45, 5.38],
  "multiplicity": 2
}


(7)
{
  "formula": "C15H34CrGeN2O6",
  "method": "ωB97M-V/def2-TZVPD",
  "species": ["Cr", "C", "C", "C", "C", "O", "Ge", "O", "C", "C", "C", "C", "O", "C", "C", "C", "C", "H", "H", "H", "H", "H", "H", "H", "H", "H", "H", "H", "H", "H", "H", "H", "H", "H", "H", "H", "H", "H", "H", "H", "H", "H", "H", "H", "O", "C", "O", "H", "C", "N", "C", "N", "O", "H", "H", "H", "H", "H", "H"],
  "coordinates": [[-0.024, -0.186, -0.813], [3.702, -0.420, 2.101], [2.248, -0.786, 2.342], [1.968, -2.231, 1.949], [1.853, -0.543, 3.793], [1.441, 0.038, 1.469], [0.188, 1.229, 1.887], [-2.397, 0.362, -0.055], [-3.682, 1.032, -0.012], [-3.888, 1.493, -1.445], [-3.628, 2.226, 0.933], [-4.785, 0.062, 0.390], [-0.007, 1.671, 0.107], [0.776, 2.563, -0.722], [1.724, 3.393, 0.125], [1.568, 1.684, -1.702], [-0.205, 3.443, -1.479], [4.358, -1.047, 2.705], [3.889, 0.624, 2.362], [3.961, -0.570, 1.050], [2.502, -2.909, 2.615], [2.302, -2.415, 0.924], [0.898, -2.434, 1.994], [2.473, -1.133, 4.467], [0.809, -0.824, 3.957], [1.986, 0.512, 4.054], [-3.085, 2.170, -1.744], [-4.836, 2.023, -1.540], [-3.896, 0.637, -2.121], [-2.746, 2.833, 0.716], [-3.580, 1.909, 1.974], [-4.516, 2.846, 0.799], [-4.756, -0.831, -0.236], [-5.754, 0.545, 0.256], [-4.714, -0.236, 1.436], [2.420, 2.752, 0.673], [1.156, 3.993, 0.840], [2.305, 4.073, -0.497], [2.381, 1.162, -1.191], [1.976, 2.281, -2.515], [0.902, 0.961, -2.217], [-0.863, 3.955, -0.775], [-0.827, 2.846, -2.149], [0.325, 4.190, -2.070], [-0.975, -1.206, 0.539], [-1.911, -0.385, 1.043], [-1.393, 0.504, 2.098], [-2.733, -0.906, 1.537], [1.404, -5.101, -2.719], [0.543, -3.970, -2.413], [0.949, -2.707, -2.281], [2.262, -2.434, -2.458], [0.113, -1.820, -1.979], [0.803, -6.004, -2.694], [2.201, -5.202, -1.980], [1.836, -5.015, -3.717], [-0.429, -4.120, -2.198], [2.879, -3.108, -2.880], [2.527, -1.469, -2.533]],
  "charge": 1,
  "homo_ha": [-0.424, -0.448],
  "s_squared": 8.7663,
  "energy_ha": -4274.17604,
  "orbital_gap_ev": [9.16, 7.26],
  "multiplicity": 6,
  "relative_energy_ev": 0.000
}